No. 1
DFT (the ωB97M-V functional and the def2-TZVPD basis) results for a molecular structure, C32H44N7O7P2Pt.

The total energy is -2956.76341 a.u. The lowest unoccupied orbital energy (spin up / spin down) comes out at -8.5 / -11.5 eV. Its energy relative to the best compared isomer or geometry (same formula, charge and spin) is 0.000 eV. The calculation puts the frontier orbital gap (spin up / spin down) at 8.6 / 5.7 eV.

ORCA input file:
```
! wB97M-V def2-TZVPD RIJCOSX def2/J DEFGRID3
* xyz 3 5
Pt -1.390 0.008 -0.432
P -0.704 -1.423 1.300
P 2.050 0.495 -0.865
O -5.274 5.409 3.829
O -3.232 -0.869 -1.466
O 2.455 -0.987 -1.292
O 2.570 0.828 0.474
O 0.522 0.513 -0.952
O 2.516 1.343 -2.118
O -6.380 3.564 3.744
N -0.976 1.957 0.844
N -3.292 0.569 0.847
N -0.243 -1.679 3.944
N 1.309 -2.633 2.528
N -0.762 -3.729 2.740
N -5.419 4.259 3.505
N -0.887 -1.530 -2.292
C -1.836 -2.491 -2.467
C -4.438 2.336 2.083
C -0.783 -0.711 3.010
C -3.126 4.269 2.780
C 0.371 3.721 1.741
C 3.429 3.474 -1.513
C 1.043 3.329 -2.348
C -4.405 -0.147 0.881
C -0.931 -2.950 4.025
C -0.729 4.341 2.264
C 0.140 -1.493 -3.110
C -0.588 -3.466 -4.241
C -5.563 0.319 1.492
C 2.462 2.774 -2.458
C -5.606 1.566 2.050
C 0.367 -2.455 -4.114
C -3.300 1.803 1.453
C 3.878 -1.343 -1.709
C 1.200 -1.912 3.797
C -1.389 -3.096 1.590
C -2.049 2.518 1.481
C -4.290 3.610 2.752
C 0.198 2.537 1.019
C 0.654 -3.961 2.463
C 3.912 -1.195 -3.252
C 4.905 -0.443 -1.038
C -1.692 -3.474 -3.399
C 2.931 2.795 -3.896
C -1.974 3.719 2.150
C 1.176 -1.844 1.335
C 4.012 -2.805 -1.286
C -3.027 -2.295 -1.622
H 3.150 3.328 -0.468
H -3.905 -2.750 -2.017
H -1.177 -3.692 0.706
H 4.838 -1.621 -3.657
H 3.969 2.478 -3.936
H -2.864 -2.707 -0.610
H 3.398 4.548 -1.697
H 0.362 2.751 -2.995
H 1.329 -2.447 0.442
H -0.149 0.193 3.030
H 5.031 -3.137 -1.568
H 1.059 -4.646 3.212
H -6.482 1.957 2.568
H 0.808 -4.337 1.468
H 4.798 -0.419 0.039
H -2.474 -3.034 1.707
H 4.744 0.581 -1.415
H 1.210 -2.361 -4.760
H -0.520 -3.561 4.823
H 3.816 -0.152 -3.548
H 0.644 3.341 -1.338
H -0.453 -4.216 -5.000
H -6.428 -0.329 1.463
H 1.063 4.366 -2.707
H 1.727 -0.907 1.346
H 2.300 2.183 -4.507
H -4.394 -1.111 0.402
H -0.626 5.294 2.756
H -2.012 -2.772 4.190
H -2.482 -4.217 -3.470
H 0.856 -0.689 -2.989
H 3.948 -2.865 -0.196
H 1.561 -2.524 4.637
H 5.905 -0.772 -1.282
H 1.377 4.075 1.889
H -1.811 -0.460 3.254
H -3.022 5.219 3.289
H 1.064 2.052 0.622
H 4.454 3.134 -1.666
H 3.258 -3.445 -1.732
H 2.893 3.832 -4.267
H 3.134 -1.835 -3.640
H -3.446 -0.467 -2.349
H 1.740 -0.983 3.718
*
```

No. 2
DFT (the ωB97M-V functional and the def2-TZVPD basis) results for a molecular structure, C32H44NO5P2W.

The total energy is -2425.54038 a.u. The lowest unoccupied orbital energy comes out at -11.7 eV. The calculation puts the frontier orbital gap at 6.2 eV.

ORCA input file:
```
! wB97M-V def2-TZVPD RIJCOSX def2/J DEFGRID3
* xyz 3 1
W 0.389 0.881 -0.109
P 1.740 -1.035 0.978
P -1.813 0.251 1.226
O 0.607 3.299 0.660
O -0.796 2.257 -0.601
O 2.051 1.541 -0.311
O 3.756 2.969 -0.055
O 0.741 1.674 -2.694
N -0.345 -0.686 -0.956
C -2.471 2.867 1.860
C -2.048 -1.491 1.915
C -1.660 -0.327 -1.458
C -2.082 -1.490 3.445
C 4.475 -2.017 0.891
C 1.632 -1.194 2.834
C 1.931 2.863 -4.345
C 1.371 -3.765 0.187
C 0.499 3.420 -4.276
C 0.986 -2.433 0.062
C -0.613 -3.069 -1.641
C 0.127 3.167 -0.470
C 2.184 3.323 -1.880
C -4.251 1.196 2.517
C 2.063 2.214 -2.969
C 0.680 3.751 -1.748
C -2.756 1.439 2.318
C -3.284 -2.170 1.327
C 0.040 2.934 -2.901
C -2.027 -0.386 -2.796
C -4.208 0.448 -2.214
C 0.775 -4.740 -0.600
C 2.772 2.662 -0.634
C 3.411 -1.023 -1.175
C -3.849 0.516 -0.874
C 2.357 0.042 3.372
C 2.106 -2.501 3.454
C -2.573 0.137 -0.476
C -3.307 0.010 -3.169
C -0.216 -4.392 -1.501
C -0.004 -2.071 -0.889
C 3.510 -0.963 0.360
H -2.263 1.297 3.290
H -4.487 0.153 2.712
H 2.833 4.152 -2.171
H 2.814 1.426 -2.909
H -4.573 0.844 -0.146
H -1.343 -0.823 3.888
H -1.879 -2.497 3.805
H -2.942 3.565 2.549
H 3.166 -2.672 3.311
H -4.189 -1.593 1.491
H 4.255 -0.502 -1.620
H 2.138 0.178 4.429
H -1.395 3.074 1.867
H 1.080 -5.770 -0.506
H -4.845 1.549 1.681
H 2.466 -0.571 -1.550
H -5.204 0.742 -2.506
H -1.319 -0.728 -3.536
H 4.157 -3.026 0.646
H -2.874 3.067 0.868
H 1.924 -2.458 4.525
H -3.060 -1.205 3.823
H 4.628 -1.936 1.963
H -1.160 -2.053 1.582
H 3.449 -2.059 -1.508
H 0.531 4.833 -1.797
H 5.445 -1.859 0.424
H -4.571 1.764 3.389
H 0.557 -1.092 3.045
H -3.417 -3.136 1.810
H 3.435 -0.064 3.284
H 2.683 3.632 -4.505
H -1.392 -2.811 -2.342
H -0.685 -5.148 -2.110
H -3.596 -0.036 -4.207
H 3.874 0.027 0.677
H 2.039 0.955 2.833
H -3.173 -2.346 0.260
H 2.129 -4.044 0.903
H 0.447 4.502 -4.361
H 1.553 -3.352 3.063
H -0.130 2.999 -5.059
H -1.040 2.796 -2.817
H 2.031 2.115 -5.131
*
```

No. 3
DFT (the ωB97M-V functional and the def2-TZVPD basis) results for a molecular structure, C32H45BN7PdSSeSi.

The total energy is -4871.30508 a.u. The lowest unoccupied orbital energy (spin up / spin down) comes out at -2.6 / -6.0 eV. Its energy relative to the best compared isomer or geometry (same formula, charge and spin) is 0.076 eV. The calculation puts the frontier orbital gap (spin up / spin down) at 8.2 / 5.2 eV.

ORCA input file:
```
! wB97M-V def2-TZVPD RIJCOSX def2/J DEFGRID3
* xyz 1 5
Pd 0.199 0.016 0.522
Se 1.411 -0.853 -1.618
S -1.829 -0.035 -0.781
Si -3.449 1.086 -3.626
N 2.140 0.370 1.912
N -0.596 0.885 2.388
N 0.115 -2.073 2.684
N 2.024 -0.338 3.075
N -0.293 0.281 3.581
N -0.084 -1.957 1.336
N -0.063 1.632 -1.309
C -1.796 1.752 -2.936
C -4.779 1.533 -2.443
C -1.668 1.954 4.050
C -1.056 2.828 -3.495
C -0.808 -3.444 -0.524
C 2.691 -2.133 -1.046
C -3.319 -0.734 -3.943
C 4.158 -3.167 0.453
C -3.532 2.804 1.450
C 3.283 -2.127 0.237
C -0.290 -3.170 0.885
C -1.535 4.212 1.749
C 4.258 -4.255 -0.356
C -1.998 2.749 1.587
C -1.221 1.211 -1.796
C 3.753 1.939 0.911
C -0.287 -4.127 1.899
C 0.677 2.462 -1.995
C -2.330 -3.452 -0.581
C 0.223 3.053 -3.111
C -3.633 1.928 -5.274
C -0.968 0.874 4.615
C 3.959 0.700 3.178
C 2.942 -3.180 -1.986
C 3.728 -4.231 -1.608
C 2.823 3.152 0.826
C -1.478 1.875 2.654
C 3.123 -0.164 3.857
C 0.038 -3.411 3.025
C -0.173 -4.749 -0.800
C 3.325 0.980 1.969
C 3.992 1.414 -0.506
B 0.641 -0.926 3.568
H 0.730 -4.723 -0.217
H 3.221 -0.705 4.779
H -2.538 -0.746 -4.696
H 3.095 0.952 -0.838
H -3.872 3.697 0.940
H 4.781 0.698 -0.626
H 0.802 -1.315 4.698
H -2.666 -3.460 -1.638
H -2.424 2.633 4.480
H -4.577 1.605 -5.766
H 2.938 3.748 1.763
H -3.895 1.968 0.870
H -1.777 4.614 2.729
H 4.747 -5.145 0.030
H 0.091 -4.963 -1.826
H 1.827 2.957 0.733
H 4.171 2.304 -1.121
H -4.003 2.764 2.441
H -2.843 -2.532 -0.203
H 4.623 -3.245 1.434
H 2.521 -3.092 -2.997
H -4.232 -1.053 -4.401
H 1.647 2.597 -1.565
H -0.390 -2.680 -1.192
H 4.828 1.102 3.553
H -4.898 2.624 -2.343
H -0.471 -5.202 1.959
H -5.751 1.021 -2.715
H 3.200 3.801 0.062
H -0.758 -5.574 -0.372
H 4.718 2.378 1.284
H -4.519 1.135 -1.485
H -3.739 2.984 -5.309
H -0.921 0.488 5.612
H 0.209 -3.730 4.047
H 3.832 -5.003 -2.341
H -2.756 -4.213 0.019
H 0.864 3.860 -3.547
H 3.103 -1.341 0.999
H -1.994 4.905 0.971
H -1.389 3.586 -4.175
H -2.803 1.673 -5.903
H -0.486 4.382 1.600
H -3.058 -1.335 -3.073
H -1.506 2.416 0.668
*
```

No. 4
DFT (the ωB97M-V functional and the def2-TZVPD basis) results for a molecular structure, C32H45Cl2FeN2P.

The total energy is -3881.44062 a.u. The lowest unoccupied orbital energy (spin up / spin down) comes out at 2.4 / 2.4 eV. The calculation puts the frontier orbital gap (spin up / spin down) at 5.0 / 6.0 eV.

ORCA input file:
```
! wB97M-V def2-TZVPD RIJCOSX def2/J DEFGRID3
* xyz -1 6
Fe 0.035 -0.142 -0.041
Cl 1.974 -0.032 -1.002
Cl -1.727 -0.641 -1.211
P 0.114 -1.020 -4.399
N -0.331 -2.988 2.906
N 0.073 -1.273 1.584
C 1.761 -1.101 5.377
C 1.078 -5.004 -5.316
C 0.513 -2.131 3.631
C -2.953 1.943 -6.553
C -1.261 0.050 -6.757
C -1.321 -0.128 -5.243
C 0.173 3.138 -0.865
C -1.285 5.114 0.510
C 1.989 -0.747 -6.680
C -0.572 -2.450 1.695
C -1.446 -4.811 -5.370
C -0.251 -5.676 -4.962
C 2.019 -0.001 4.535
C 1.174 -3.578 -4.756
C 3.410 -0.305 -7.060
C 0.985 -2.184 4.936
C 0.010 4.393 -1.432
C 3.300 1.569 -5.351
C 0.768 -1.048 2.790
C -0.302 1.517 0.954
C 3.655 1.183 -6.790
C -2.916 1.812 -5.027
C -1.358 -3.382 -4.812
C -0.413 2.817 0.414
C 1.505 0.051 3.233
C -2.592 0.631 -7.257
C -1.138 3.864 1.091
C -1.594 1.207 -4.533
C 1.880 1.120 -4.971
C -0.024 -2.708 -5.178
C 1.700 -0.384 -5.219
C -0.716 5.391 -0.750
H -0.288 -5.852 -3.879
H -3.384 -0.105 -7.064
H 0.000 -2.545 -6.272
H -1.634 1.046 -3.445
H 1.916 -5.597 -4.934
H 2.180 -1.091 6.385
H -1.579 3.637 2.064
H 3.391 2.651 -5.213
H -3.948 2.272 -6.872
H -0.315 -6.656 -5.446
H 1.262 -0.258 -7.342
H -3.738 1.159 -4.703
H 4.704 1.426 -6.992
H -1.846 5.895 1.033
H 1.891 -1.828 -6.853
H -2.381 -5.272 -5.032
H 3.052 1.782 -7.484
H -3.076 2.788 -4.556
H 4.123 -0.893 -6.466
H -2.247 2.724 -6.864
H -1.211 -2.913 0.951
H 2.449 -0.909 -4.593
H -2.174 -0.794 -5.024
H 2.126 -3.129 -5.072
H -1.059 -0.904 -7.265
H -0.772 1.909 -4.735
H -2.547 0.779 -8.343
H 1.690 1.354 -3.913
H 1.197 -3.622 -3.656
H 0.767 2.370 -1.367
H 1.181 -4.967 -6.409
H 0.451 4.612 -2.411
H 4.009 1.091 -4.662
H -1.453 -3.403 -3.716
H 2.626 0.825 4.907
H -0.656 1.471 2.005
H -2.208 -2.799 -5.192
H -0.837 6.377 -1.197
H 1.616 0.903 2.565
H 3.601 -0.538 -8.114
H -0.706 -3.879 3.231
H 0.750 -3.043 5.563
H 1.153 1.685 -5.575
H -0.443 0.736 -7.021
H -1.489 -4.758 -6.467
*
```

no.,largest force on an atom (eV/Å)
1,2.37
2,3.97
3,3.66
4,2.73